1.
Entry from the Open Molecules 2025 dataset: C34H46N8O3SSiSr as an isolated structure (wB97M-V/def2-TZVPD).

## Properties
Energy relative to the best compared isomer or geometry (same formula, charge and spin), eV: 0.302
Kohn-Sham gap, eV: 7.2
Net charge: 0
HOMO, eV: -7.217

```
94
Properties=species:S:1:pos:R:3:lowdin_charge:R:1
Sr -0.37 0.52 0.51 1.282
O -1.32 1.07 2.41 -0.394
C -2.33 0.77 3.21 -0.357
C -2.98 1.78 3.94 -0.019
C -4.02 1.50 4.80 -0.093
C -4.48 0.19 4.95 -0.108
C -3.86 -0.81 4.22 -0.055
C -2.81 -0.55 3.34 -0.080
C -2.24 -1.65 2.53 -0.258
N -1.42 -1.57 1.50 0.006
C -1.27 -2.86 1.02 -0.149
C -1.98 -3.73 1.78 -0.080
N -2.59 -2.95 2.74 0.100
H -2.61 2.79 3.82 0.108
H -4.48 2.30 5.36 0.100
H -5.30 -0.04 5.62 0.094
H -4.24 -1.82 4.32 0.096
H -0.70 -3.07 0.13 0.066
H -2.12 -4.79 1.73 0.108
H -3.20 -3.27 3.47 0.138
C -0.90 -0.81 -5.71 -0.186
Si -2.46 -1.07 -4.74 0.456
C -3.88 -0.81 -5.92 -0.196
C -2.58 -2.80 -4.09 -0.192
C -2.69 0.18 -3.35 -0.247
C -3.73 1.08 -3.39 -0.083
C -3.96 1.99 -2.35 -0.072
C -3.11 1.93 -1.27 -0.167
N -2.09 1.07 -1.18 -0.122
C -1.84 0.20 -2.20 -0.726
S -0.46 -0.89 -2.05 0.490
H -0.87 -1.51 -6.55 0.033
H -0.03 -0.97 -5.08 0.004
H -0.86 0.20 -6.10 0.035
H -3.80 -1.53 -6.75 0.034
H -3.88 0.19 -6.36 0.033
H -4.85 -0.98 -5.44 0.036
H -2.52 -3.52 -4.92 0.033
H -3.54 -2.94 -3.58 0.037
H -1.78 -3.00 -3.38 -0.011
H -4.39 1.10 -4.25 0.090
H -4.77 2.70 -2.38 0.100
H -3.27 2.58 -0.42 0.103
C 6.32 -5.93 1.15 -0.045
C 5.24 -4.91 0.94 -0.251
C 4.12 -5.20 0.17 -0.007
C 3.11 -4.27 -0.03 -0.196
C 1.90 -4.67 -0.85 -0.031
C 3.24 -3.01 0.58 -0.096
C 2.12 -2.06 0.39 -0.205
O 1.81 -1.20 1.19 -0.056
C 4.37 -2.68 1.34 -0.182
C 4.61 -1.32 1.96 -0.024
C 5.35 -3.64 1.50 -0.011
H 6.09 -6.88 0.66 0.074
H 6.47 -6.14 2.21 0.084
H 7.28 -5.58 0.76 0.084
H 4.02 -6.19 -0.27 0.115
H 2.04 -5.67 -1.25 0.079
H 1.72 -4.00 -1.69 0.086
H 0.99 -4.68 -0.24 0.076
H 1.56 -2.13 -0.56 0.072
H 3.91 -0.56 1.64 0.058
H 5.63 -0.99 1.73 0.085
H 4.54 -1.39 3.05 0.096
H 6.24 -3.39 2.07 0.126
C 1.66 3.70 0.99 -0.180
N 0.34 3.30 0.45 -0.126
C -0.69 3.96 1.29 -0.181
N -0.56 5.42 1.29 -0.082
C 0.77 5.75 1.80 -0.169
N 1.84 5.16 0.99 -0.085
C 1.69 5.64 -0.39 -0.175
N 0.38 5.30 -0.96 -0.084
C 0.23 3.85 -0.92 -0.178
C -0.65 5.89 -0.10 -0.172
H 2.44 3.25 0.37 0.099
H 1.75 3.31 2.00 0.111
H -0.60 3.58 2.30 0.114
H -1.68 3.68 0.91 0.114
H 0.86 5.39 2.82 0.128
H 0.89 6.84 1.80 0.123
H 2.47 5.20 -1.01 0.124
H 1.81 6.72 -0.40 0.123
H 1.00 3.39 -1.54 0.112
H -0.75 3.58 -1.33 0.114
H -1.64 5.63 -0.50 0.125
H -0.55 6.98 -0.11 0.123
N 3.20 0.82 -1.70 0.127
C 2.34 0.93 -0.94 -0.041
H 3.92 0.68 -2.38 0.090
O 1.39 1.10 2.95 -0.085
H 1.65 0.18 2.85 0.012
H 0.42 1.09 3.07 0.002
```

2.
Entry from the Open Molecules 2025 dataset: C22H39ClFeIN3OSSbSi3 as an isolated structure (wB97M-V/def2-TZVPD).

## Properties
Energy relative to the best compared isomer or geometry (same formula, charge and spin), eV: 0.000
<S²>: 6.0143
Kohn-Sham gap (alpha / beta), eV: 7.5 / 7.5
Net charge: +1
Spin multiplicity: 5
HOMO (alpha / beta), eV: -9.965 / -10.123

```
73
Properties=species:S:1:pos:R:3:lowdin_spin:R:1
Fe 0.61 0.70 -1.19 3.646
Cl 4.00 6.05 1.44 0.002
C 2.80 4.98 0.77 0.009
C 1.50 5.37 0.71 -0.001
C 0.50 4.52 0.17 0.013
I -1.47 5.14 0.17 0.003
C 0.82 3.28 -0.32 0.007
O -0.05 2.44 -0.85 0.126
C 2.19 2.87 -0.23 0.002
N 2.46 1.61 -0.68 0.037
C 3.69 1.17 -0.66 0.010
C 4.76 1.94 -0.18 0.000
C 4.51 3.19 0.31 0.002
C 3.20 3.70 0.30 0.000
H 1.22 6.34 1.09 0.000
H 3.86 0.17 -1.04 0.002
H 5.76 1.53 -0.18 0.000
H 5.31 3.81 0.70 0.000
C 0.14 -0.14 -6.30 0.001
N -0.59 -0.77 -5.22 0.006
C -1.99 -1.20 -5.40 0.001
C -2.33 -1.82 -4.05 0.001
N -1.29 -1.23 -3.20 0.011
C -0.28 -0.74 -3.94 0.015
S 1.22 -0.18 -3.31 0.044
H 0.12 -0.79 -7.17 0.000
H 1.16 0.03 -6.00 0.001
H -0.33 0.82 -6.56 0.000
H -2.06 -1.91 -6.23 0.000
H -2.61 -0.33 -5.63 0.000
H -2.23 -2.91 -4.06 0.000
H -3.32 -1.55 -3.70 0.000
H -1.10 -1.55 -2.26 0.004
C 2.07 -3.29 1.05 0.000
Si 0.21 -3.11 1.06 0.008
C -0.51 -3.92 2.57 0.002
C -0.51 -3.86 -0.50 0.001
Sb -0.33 -0.64 0.90 0.030
Si 0.60 0.48 2.99 0.005
C 0.08 -0.50 4.49 0.001
C -0.07 2.22 3.04 0.000
C 2.45 0.50 2.83 0.000
Si -2.87 -0.46 1.00 0.005
C -3.52 -0.86 -0.70 0.000
C -3.57 -1.68 2.22 0.002
C -3.26 1.30 1.45 0.000
H 2.34 -4.35 0.94 0.000
H 2.51 -2.92 1.97 0.000
H 2.51 -2.75 0.21 0.000
H -0.29 -4.99 2.56 0.000
H -1.60 -3.81 2.62 0.000
H -0.10 -3.50 3.49 0.000
H -0.46 -4.95 -0.44 0.000
H 0.06 -3.55 -1.38 0.000
H -1.56 -3.58 -0.65 0.000
H -0.97 -0.79 4.47 0.000
H 0.24 0.11 5.38 0.000
H 0.69 -1.41 4.60 0.000
H -1.08 2.26 3.44 0.000
H -0.07 2.71 2.06 0.000
H 0.58 2.81 3.70 0.000
H 2.87 -0.46 2.53 0.000
H 2.88 0.77 3.80 0.000
H 2.77 1.26 2.10 0.000
H -3.41 -1.93 -0.93 0.000
H -3.01 -0.28 -1.48 0.000
H -4.58 -0.61 -0.75 0.000
H -3.41 -2.71 1.89 0.000
H -4.65 -1.53 2.32 0.000
H -3.13 -1.56 3.22 0.000
H -2.73 2.02 0.82 0.000
H -3.03 1.52 2.49 0.000
H -4.34 1.46 1.31 0.000
```

3.
Entry from the Open Molecules 2025 dataset: a 2-piece molecular cluster, C3H5O3 overall (wB97M-V/def2-TZVPD).

## Properties
Energy relative to the best compared isomer or geometry (same formula, charge and spin), eV: 5.985
Kohn-Sham gap (alpha / beta), eV: 4.5 / 4.5
Net charge: -1
HOMO (alpha / beta), eV: -0.542 / -0.544

```
11
Properties=species:S:1:pos:R:3:nbo_charge:R:1
C -1.88 -0.09 0.41 -0.433
C -0.61 0.59 0.84 -0.150
O -0.19 1.33 -0.31 -0.812
H -2.22 -0.61 1.33 0.102
H -2.57 -0.38 -1.44 0.457
H -1.02 0.86 -0.97 0.375
H -0.86 1.27 1.68 0.165
O -2.45 -0.90 -0.65 -0.790
H 0.17 -0.17 1.08 0.092
O 2.44 -0.01 -0.64 -0.457
C 2.96 -0.90 -0.19 0.452
```

4.
Entry from the Open Molecules 2025 dataset: a 2-piece molecular cluster, C4H13N3 overall (wB97M-V/def2-TZVPD).

## Properties
Energy relative to the best compared isomer or geometry (same formula, charge and spin), eV: 4.428
Structure (SMILES): C=C(C)N(C)N.N
Kohn-Sham gap, eV: 7.8
Net charge: 0
HOMO, eV: -6.937

```
20
Properties=species:S:1:pos:R:3:nbo_charge:R:1
C 1.36 0.36 1.13 -0.749
C 0.62 0.05 0.03 0.306
C 0.95 0.78 -1.26 -0.688
N -1.04 -0.08 0.18 -0.374
C -1.90 0.90 -0.47 -0.415
N -1.47 -0.36 1.49 -0.656
H 2.12 1.13 1.11 0.215
H 1.26 -0.18 2.07 0.189
H 0.68 1.84 -1.20 0.235
H 2.02 0.74 -1.48 0.222
H 0.40 0.34 -2.10 0.210
H -1.86 0.76 -1.55 0.192
H -1.57 1.92 -0.23 0.166
H -2.94 0.79 -0.16 0.224
H -0.99 0.27 2.14 0.334
H -1.18 -1.30 1.75 0.336
N 0.88 -1.90 -0.37 -0.985
H -0.14 -1.92 -0.53 0.437
H 1.58 -1.95 -1.10 0.400
H 1.23 -2.18 0.55 0.399
```

5.
Entry from the Open Molecules 2025 dataset: HN2O5 as an isolated structure (wB97M-V/def2-TZVPD).

## Properties
Energy relative to the best compared isomer or geometry (same formula, charge and spin), eV: 4.491
Kohn-Sham gap, eV: 7.0
Net charge: -1
HOMO, eV: -2.799

```
8
Properties=species:S:1:pos:R:3:nbo_charge:R:1
N -0.56 -0.12 -1.29 -0.061
N 0.98 1.95 0.62 0.677
O -1.37 -1.00 -0.96 -0.529
O 0.75 1.05 1.41 -0.383
O 1.94 2.72 0.59 -0.449
O -0.97 1.32 -0.26 -0.362
O 0.06 2.18 -0.39 -0.118
H 0.46 -0.28 -1.02 0.225
```

6.
Entry from the Open Molecules 2025 dataset: one molecule with the formula C6H6FN (wB97M-V/def2-TZVPD).

## Properties
Energy relative to the best compared isomer or geometry (same formula, charge and spin), eV: 5.614
Structure (SMILES): C=C=C/C=C\C=N\F
Kohn-Sham gap, eV: 9.3
Net charge: 0
HOMO, eV: -8.942

```
14
Properties=species:S:1:pos:R:3:nbo_charge:R:1
C 1.57 1.74 -0.92 -0.503
C 0.48 1.03 -1.00 0.212
C -0.46 0.15 -1.34 -0.371
C -0.59 -1.12 -0.71 -0.133
C -0.57 -1.61 0.50 -0.276
C -0.53 -0.70 1.62 0.008
N 0.18 0.41 1.55 -0.022
F 0.16 1.11 2.74 -0.256
H 1.39 2.67 -0.44 0.231
H 2.48 1.53 -1.44 0.234
H -1.11 0.47 -2.16 0.242
H -0.91 -1.87 -1.39 0.203
H -0.91 -2.67 0.56 0.229
H -1.18 -1.14 2.42 0.204
```

Question: Which formula does entry 6 have?
Answer: C6H6FN